No. 1
{
  "formula": "C4H7N3",
  "method": "wB97M-V/def2-TZVPD",
  "max_force_ev_per_a": 0.7,
  "e_above_lowest_kcal_mol": 5.6,
  "smiles": "Nc1c[nH]c(N)c1",
  "gap_ha": 0.3069,
  "lumo_ev": 1.07,
  "energy_ev": -8731.4372,
  "charge": 0,
  "elements": ["N", "C", "C", "N", "C", "N", "C", "H", "H", "H", "H", "H", "H", "H"],
  "positions_angstrom": [[-2.32, 1.00, -0.21], [-1.07, 0.35, -0.26], [-0.43, -0.13, -1.37], [0.81, -0.61, -0.98], [0.96, -0.44, 0.36], [2.20, -0.63, 1.01], [-0.21, 0.07, 0.86], [-2.45, 1.58, -1.03], [-2.38, 1.61, 0.60], [-0.77, -0.21, -2.40], [1.54, -0.93, -1.60], [2.22, -0.04, 1.83], [2.39, -1.58, 1.28], [-0.48, -0.04, 1.90]]
}

***

No. 2
{
  "formula": "C22H32AsN2NiO7S3",
  "method": "wB97M-V/def2-TZVPD",
  "max_force_ev_per_a": 0.6,
  "e_above_lowest_kcal_mol": 0.0,
  "gap_ha": [0.2675, 0.2673],
  "lumo_ev": [2.30, 2.29],
  "spin_multiplicity": 3,
  "energy_ev": -175038.4210,
  "charge": -1,
  "elements": ["Ni", "N", "C", "C", "O", "N", "C", "C", "O", "O", "H", "H", "H", "H", "H", "H", "C", "C", "C", "C", "C", "C", "C", "S", "O", "O", "O", "H", "H", "H", "H", "H", "H", "H", "C", "As", "C", "C", "S", "H", "H", "H", "H", "H", "H", "H", "H", "H", "C", "C", "C", "C", "C", "C", "C", "S", "C", "O", "H", "H", "H", "H", "H", "H", "H", "H", "H", "H"],
  "positions_angstrom": [[0.72, 0.39, -0.10], [-0.09, 1.78, -1.56], [0.67, 3.02, -1.30], [0.63, 3.27, 0.22], [0.31, 4.39, 0.65], [0.88, 2.16, 0.89], [0.44, 2.08, 2.26], [-0.74, 1.10, 2.32], [-1.58, 1.12, 3.21], [-0.78, 0.26, 1.33], [0.01, 1.47, -2.52], [-1.07, 1.93, -1.36], [0.27, 3.89, -1.82], [1.70, 2.85, -1.61], [0.13, 3.04, 2.66], [1.23, 1.67, 2.91], [-0.88, 2.52, -6.47], [0.01, 1.74, -5.54], [-0.31, 0.44, -5.16], [0.51, -0.28, -4.30], [1.67, 0.30, -3.82], [2.02, 1.59, -4.21], [1.19, 2.30, -5.06], [2.68, -0.54, -2.62], [2.23, -1.92, -2.62], [4.05, -0.31, -3.03], [2.37, 0.16, -1.35], [-1.85, 2.03, -6.60], [-0.43, 2.61, -7.46], [-1.06, 3.53, -6.09], [-1.23, -0.01, -5.53], [0.26, -1.28, -3.99], [2.94, 2.03, -3.83], [1.45, 3.31, -5.35], [-3.68, -2.21, -1.16], [-2.45, -1.19, -0.04], [-3.25, 0.56, -0.18], [-2.93, -1.87, 1.70], [-0.58, -1.58, -0.98], [-4.70, -2.14, -0.79], [-3.36, -3.26, -1.17], [-3.63, -1.83, -2.18], [-4.30, 0.47, 0.12], [-3.20, 0.88, -1.22], [-2.74, 1.25, 0.47], [-4.02, -1.99, 1.71], [-2.60, -1.16, 2.45], [-2.46, -2.84, 1.85], [-0.16, -1.99, 6.83], [0.48, -1.79, 5.48], [-0.17, -2.19, 4.32], [0.38, -1.95, 3.07], [1.61, -1.31, 2.99], [2.28, -0.90, 4.13], [1.71, -1.16, 5.37], [2.32, -0.87, 1.40], [2.53, -2.53, 0.76], [3.66, -0.32, 1.67], [-0.88, -2.80, 6.81], [-0.69, -1.08, 7.13], [0.59, -2.20, 7.59], [-1.14, -2.67, 4.39], [-0.14, -2.23, 2.17], [3.23, -0.40, 4.02], [2.24, -0.84, 6.27], [3.28, -3.01, 1.39], [2.86, -2.44, -0.27], [1.58, -3.05, 0.79]]
}

***

No. 3
{
  "formula": "C5H4",
  "method": "wB97M-V/def2-TZVPD",
  "max_force_ev_per_a": 4.3,
  "e_above_lowest_kcal_mol": 50.7,
  "smiles": "C#CC1C=C1",
  "gap_ha": 0.4067,
  "lumo_ev": 1.18,
  "energy_ev": -5243.9965,
  "charge": 0,
  "elements": ["C", "C", "C", "C", "C", "H", "H", "H", "H"],
  "positions_angstrom": [[2.45, 0.76, 0.33], [1.26, 0.57, 0.32], [-0.37, 0.00, 0.48], [-1.00, -1.09, -0.24], [-1.31, 0.09, -0.65], [3.36, 1.28, 0.42], [-0.84, 0.36, 1.44], [-1.24, -2.09, -0.21], [-1.81, 0.71, -1.42]]
}

***

No. 4
{
  "formula": "C19H14Cl2FeN2O3",
  "method": "wB97M-V/def2-TZVPD",
  "max_force_ev_per_a": 4.1,
  "e_above_lowest_kcal_mol": 21.8,
  "gap_ha": [0.2299, 0.2190],
  "lumo_ev": [2.53, 2.45],
  "spin_multiplicity": 2,
  "energy_ev": -88484.5278,
  "charge": -1,
  "elements": ["Fe", "Cl", "C", "C", "C", "Cl", "C", "O", "C", "C", "O", "C", "H", "H", "H", "C", "N", "C", "C", "C", "C", "C", "N", "C", "C", "C", "C", "C", "C", "H", "H", "H", "H", "H", "H", "H", "H", "H", "H", "H", "O"],
  "positions_angstrom": [[0.01, -0.12, 0.67], [-2.50, -3.63, 6.42], [-1.75, -2.59, 5.27], [-0.98, -1.52, 5.70], [-0.38, -0.67, 4.76], [0.56, 0.64, 5.44], [-0.51, -0.85, 3.36], [0.03, -0.10, 2.47], [-1.30, -1.96, 2.99], [-1.52, -2.26, 1.55], [-1.04, -1.59, 0.64], [-1.92, -2.82, 3.92], [-0.85, -1.33, 6.76], [-2.14, -3.14, 1.33], [-2.52, -3.66, 3.58], [0.52, -0.88, -2.46], [0.00, -0.10, -1.32], [-0.72, 0.91, -1.67], [-1.28, 1.72, -0.66], [-2.05, 2.85, -0.83], [-2.36, 3.30, 0.45], [-1.77, 2.40, 1.32], [-1.11, 1.45, 0.64], [1.63, -0.18, -3.22], [1.65, -0.21, -4.62], [2.69, 0.41, -5.32], [3.71, 1.06, -4.63], [3.69, 1.09, -3.24], [2.66, 0.47, -2.53], [-0.30, -1.15, -3.13], [0.92, -1.82, -2.07], [-0.93, 1.19, -2.71], [-2.35, 3.31, -1.76], [-2.95, 4.16, 0.72], [-1.79, 2.43, 2.40], [0.87, -0.73, -5.17], [2.70, 0.38, -6.41], [4.51, 1.54, -5.18], [4.49, 1.60, -2.69], [2.66, 0.49, -1.44], [1.71, -0.12, 0.67]]
}

***

No. 5
{
  "formula": "C4H6N4",
  "method": "wB97M-V/def2-TZVPD",
  "max_force_ev_per_a": 7.1,
  "e_above_lowest_kcal_mol": 109.6,
  "gap_ha": 0.3274,
  "lumo_ev": 0.32,
  "energy_ev": -10201.1855,
  "charge": 0,
  "elements": ["C", "C", "C", "C", "H", "H", "H", "H", "H", "H", "N", "N", "N", "N"],
  "positions_angstrom": [[-0.19, -0.76, -1.83], [0.25, 0.31, 0.14], [-0.97, 0.26, 1.98], [1.08, 0.96, 1.23], [-2.04, -1.11, -2.51], [0.41, -1.65, -2.86], [1.64, -0.13, -1.45], [-1.90, 0.04, 2.67], [1.52, 1.98, 1.01], [1.87, 0.16, 1.33], [-1.58, -0.68, -1.62], [0.67, 0.02, -1.10], [-0.94, -0.12, 0.59], [0.19, 0.72, 2.42]]
}

***

No. 6
{
  "formula": "C2H3N2O",
  "method": "wB97M-V/def2-TZVPD",
  "max_force_ev_per_a": 4.0,
  "e_above_lowest_kcal_mol": 62.7,
  "gap_ha": [0.2913, 0.2914],
  "lumo_ev": [4.36, 4.36],
  "energy_ev": -7147.1465,
  "charge": -1,
  "elements": ["C", "C", "N", "N", "O", "H", "H", "H"],
  "positions_angstrom": [[1.88, 0.35, 0.03], [-0.97, 0.08, 0.04], [2.51, 1.31, -0.09], [0.07, -0.91, 0.39], [0.02, -1.98, -0.29], [-2.00, -0.07, 0.41], [-0.49, 1.08, 0.51], [-1.02, 0.15, -1.01]]
}

***

Q: What is the formula in the fourth record?
A: C19H14Cl2FeN2O3